[1]
DFT (ωB97M-V with the def2-TZVPD basis set) results for a molecular structure, C8H14Cl3F3NO4Y.

Structure (XYZ):
```
34
Properties=species:S:1:pos:R:3:forces:R:3
Y -1.177268 2.092532 2.177696 -1.8062 -3.1536 -4.7790
O -0.927064 0.466183 0.715375 -0.3966 4.0780 3.5452
H -0.710899 -0.381162 0.320603 -0.0664 -0.3619 0.0227
C -3.876223 3.531180 0.400879 -1.5630 0.2145 -1.2870
O -3.085279 2.890007 1.163454 2.8258 -0.4240 1.4337
N -4.021594 3.338673 -0.885900 0.9400 -0.0552 0.5195
C -5.120134 3.940495 -1.642988 0.0492 1.0904 -0.0095
C -3.032490 2.595297 -1.659033 0.1246 -0.8573 -0.2510
H -4.574992 4.275223 0.795616 0.1302 -0.2874 0.4140
H -4.718575 4.666462 -2.351245 0.1240 -0.1459 -0.0723
H -5.763834 4.506083 -0.971752 -0.1133 -0.2283 0.0493
H -5.693723 3.205020 -2.199514 0.1001 -0.2744 0.2275
H -2.314600 2.095138 -1.017563 -0.1136 -0.0581 0.1756
H -3.537411 1.821711 -2.236707 -0.0140 0.0381 -0.0108
H -2.468168 3.222174 -2.350311 -0.3403 0.3388 0.0668
C 2.782009 -0.421215 1.113104 0.3036 0.3010 -0.2739
C 2.604141 -1.868360 1.545835 -0.4862 0.2994 -0.6810
O 3.888459 -2.341332 1.910364 0.3746 -0.1734 0.8304
C 4.446316 -3.339006 1.220746 0.1290 0.0590 -0.2896
O 4.013861 -3.847064 0.236250 -0.2944 -0.1112 -0.1102
C 5.829615 -3.763656 1.780109 -0.1613 0.1434 0.4780
F 6.150330 -3.098739 2.908182 -0.0566 -0.3813 -0.6209
F 5.800967 -5.077020 2.048480 0.1898 0.6161 -0.1863
F 6.743130 -3.501311 0.840284 -0.1081 -0.2211 0.4055
H 3.335057 0.111406 1.888864 -0.0456 0.0466 0.0047
H 1.864527 0.132537 0.886953 -0.2705 -0.3075 0.2329
H 3.367456 -0.340369 0.195748 0.1307 -0.1941 0.0638
H 2.187316 -2.505598 0.765709 0.0577 0.0644 -0.1110
H 1.937747 -1.932008 2.404634 0.2187 -0.1417 0.2582
C -0.701727 -2.029629 -1.957765 0.0509 -0.5004 -0.2676
Cl -1.566741 -2.828289 -0.613288 0.1873 0.1214 -0.1965
Cl -1.805394 -0.968481 -2.848008 0.1450 0.1967 0.2879
Cl 0.029373 -3.160014 -3.087805 -0.1330 -0.0432 0.3455
H 0.115818 -1.486853 -1.497014 -0.1119 0.3120 -0.2147
```
Positions in Å, forces in eV/Å.

Molecular weight ... 440.46 u
E ... -64949.3156 eV
Gap between HOMO and LUMO ... 4.7101 eV
Highest occupied orbital energy ... -14.995 eV
Charge ... +2

***

[2]
DFT (ωB97M-V with the def2-TZVPD basis set) results for a molecular structure, C8H14CoN4O7.

Structure (XYZ):
```
34
Properties=species:S:1:pos:R:3:forces:R:3
Co 0.117588 0.567475 0.441258 -0.5628 0.3356 0.9134
N 0.229731 2.834564 -0.860403 -0.2287 3.1547 -1.3398
O -0.699640 2.066588 -1.035531 -3.1863 -1.6733 -1.0319
O 0.342892 3.949736 -1.350066 -0.6888 -0.2777 -0.5807
O 1.065566 2.433824 -0.099083 4.0397 -1.9571 3.3478
N 1.661300 -0.561302 2.368310 1.4729 0.6887 3.8208
O 2.324300 -1.111553 3.243399 -0.1385 -1.3842 -0.8637
O 0.925098 -1.075549 1.561581 -2.0213 -3.7002 -3.0375
O 1.610444 0.644419 2.365586 0.2128 4.5708 -0.6067
C 2.550843 0.140165 -2.592679 -0.1381 -0.1819 -0.1712
C 1.463326 -0.590703 -3.369439 0.8764 -0.3315 -0.6977
C 0.448161 -0.968694 -2.328703 -0.6390 -0.4657 -0.6229
O 0.940479 -0.422306 -1.131161 0.0584 0.3910 0.9525
C 2.378213 -0.406414 -1.190296 -0.0771 0.4341 -0.0512
H 2.226450 1.178198 -2.519483 0.6646 0.2262 -0.1215
H 3.503609 -0.015329 -3.098774 0.1220 0.4109 0.4066
H 1.948821 -1.468868 -3.795127 -0.3989 -0.0667 -0.3968
H 1.043250 0.059009 -4.137247 0.0689 -0.2956 -0.1339
H 0.337651 -2.042676 -2.178835 0.0700 -0.1882 -0.1600
H -0.520241 -0.579422 -2.642985 -0.1010 0.2605 0.7838
H 2.719965 -1.408484 -0.931106 0.3143 -0.0788 -0.4129
H 2.754229 0.303557 -0.453650 -0.1835 -0.1214 0.1693
C -3.351919 -2.890117 -0.052916 -0.5555 0.1982 -0.3291
C -2.426498 -1.779128 -0.032041 1.6165 1.7783 0.4980
N -1.658297 -0.909496 -0.049095 -1.2222 -1.3987 0.1099
H -4.378294 -2.525251 -0.013882 0.0258 0.1864 -0.1643
H -3.266206 -3.569660 0.795009 0.5233 -0.0323 -0.2612
H -3.186120 -3.335327 -1.033933 -0.2047 -0.5928 0.2385
C -2.036445 2.068587 4.422967 1.0810 0.3675 0.6275
C -1.601026 1.548879 3.112658 -0.0517 -0.7327 -1.7477
N -1.261441 1.143543 2.072880 -0.4933 1.1452 2.3796
H -2.739772 1.492785 5.024536 -0.2193 -0.2573 -0.7743
H -2.314441 3.122514 4.429926 -0.3878 -0.1435 -0.6612
H -1.151578 2.106440 5.058324 0.3520 -0.2685 -0.0815
```
Positions in Å, forces in eV/Å.

Molecular weight ... 337.15 u
⟨S²⟩ ... 3.76
E ... -66435.3885 eV
Gap between HOMO and LUMO (spin up / spin down) ... 9.1915 / 9.2773 eV
Highest occupied orbital energy (spin up / spin down) ... -9.021 / -9.107 eV
Spin multiplicity ... 4
Charge ... 0

***

[3]
DFT (ωB97M-V with the def2-TZVPD basis set) results for a gas-phase ion, C8H14N (charge +1).

Structure (XYZ):
```
23
Properties=species:S:1:pos:R:3:forces:R:3
C -1.073944 -0.567918 0.080879 1.0312 -0.7924 -0.5137
C -1.517011 0.589005 -0.216860 2.5009 0.2458 -0.3175
C 0.374906 -0.945567 0.279145 -0.5060 -2.8321 0.9289
C 1.129550 1.381653 -0.534046 -3.3819 0.6107 -2.3201
C 1.396532 0.029808 -0.173061 -0.1994 -0.3800 0.1476
C -2.170888 -1.652781 0.072104 2.1818 1.0633 -0.3633
C -2.474172 1.604296 -0.261291 -3.8431 -0.9463 1.6898
C 2.680288 -0.666637 -0.458172 2.3046 -1.0456 -0.6167
N 1.565643 1.174990 0.790266 0.2264 0.5473 3.8503
H 0.636690 -1.095073 1.391181 -0.8354 -0.1293 -1.3511
H 0.581586 -2.002207 -0.179829 -0.6240 1.9960 0.6834
H 1.551706 2.026763 -1.330435 0.1030 -0.4785 1.1243
H -3.035917 -1.072695 -0.131825 -1.5971 -0.3759 0.9585
H -1.907499 -2.188364 0.972389 -1.3379 -0.5243 0.2967
H -2.036791 -2.229714 -0.828497 0.3355 -0.5612 -0.1221
H -3.224820 1.506938 0.630214 1.4198 0.0364 -1.1543
H -3.139704 1.687158 -1.102982 0.2736 -0.1308 -0.8707
H -1.982617 2.486536 -0.109704 1.1299 2.6546 0.3072
H 3.421782 -0.583169 0.410322 -0.9469 -0.3062 -1.1618
H 3.168544 -0.207934 -1.358624 -0.3053 -0.5241 0.8264
H 2.506457 -1.773313 -0.674110 0.4798 1.5970 0.3303
H 2.546979 1.137704 1.009010 0.6366 0.7933 0.3001
H 1.002709 1.360514 1.723934 0.9538 -0.5177 -2.6524
```
Positions in Å, forces in eV/Å.

Molecular weight ... 124.21 u
E ... -10000.1298 eV
Gap between HOMO and LUMO (spin up / spin down) ... 7.2236 / 7.6718 eV
Highest occupied orbital energy (spin up / spin down) ... -11.805 / -12.050 eV
Charge ... +1

***

[4]
DFT (ωB97M-V with the def2-TZVPD basis set) results for 2 unconnected molecules or ions with the total composition C8H14N2.

Structure (XYZ):
```
24
Properties=species:S:1:pos:R:3:forces:R:3
C 2.099063 -0.410446 0.422359 -1.2372 -1.0696 -3.4495
C -0.524089 0.760470 1.257207 -0.5610 0.1644 -1.2398
C 2.755000 0.510825 2.531277 0.7353 0.4399 1.4946
C 2.624845 -1.209239 -0.718924 -1.8996 0.7652 -0.9709
C -2.759028 0.861379 0.348615 -0.7818 1.3290 0.0771
C -1.184531 -0.969465 -0.183868 1.6157 -0.6274 -1.8722
C -0.678698 1.288230 -1.137402 1.7092 2.4014 1.7421
C -1.264112 0.543929 0.058708 -1.5697 -0.9111 -0.9022
N 2.612409 0.102962 1.350740 0.6418 1.0235 1.6487
N -0.039014 0.963844 2.253349 1.0876 0.6529 2.8694
H 2.614294 -0.203566 3.308641 -0.0953 -0.5031 0.4473
H 2.990812 1.510365 2.866415 0.0678 0.1594 -0.7156
H 2.478108 -2.239199 -0.421145 -0.2861 -0.3902 -0.4010
H 3.627969 -1.078486 -0.951719 2.2495 0.3064 0.0078
H 2.111061 -0.932843 -1.716515 0.2193 -0.7981 1.7487
H -2.883000 1.995157 0.073710 -0.2896 -2.0256 0.9785
H -3.455624 0.251066 -0.343260 1.1532 0.9683 1.1697
H -2.976077 0.623890 1.484043 0.1401 0.6650 -2.4365
H -1.544247 -1.412851 -1.191682 0.4908 1.4028 1.2696
H -1.802142 -1.462599 0.540588 0.2682 -0.5180 0.7467
H -0.058390 -1.107834 -0.113951 -1.4851 -0.9486 0.1355
H -1.299722 0.932424 -1.876965 -1.0230 -0.3732 -2.4133
H 0.409507 0.953373 -1.300184 -1.6610 0.7698 0.1662
H -0.799515 2.488641 -1.058506 0.5108 -2.8831 -0.1008
```
Positions in Å, forces in eV/Å.

Molecular weight ... 138.21 u
E ... -11498.8852 eV
Gap between HOMO and LUMO ... 8.1056 eV
Highest occupied orbital energy ... -7.334 eV
Charge ... 0

***

[5]
DFT (ωB97M-V with the def2-TZVPD basis set) results for a single C8H14N2O3 molecule.

Structure (XYZ):
```
27
Properties=species:S:1:pos:R:3:forces:R:3
C 1.904382 -1.025977 -0.058231 1.4029 2.1313 -2.6182
C 0.440967 -0.882250 0.080421 -1.1685 -2.2416 1.8280
C 2.476900 -0.168380 1.026619 0.7398 1.4213 0.2667
C 1.905821 1.194692 0.604001 0.8752 1.2822 1.9581
C 1.970589 1.170471 -0.905650 -1.9570 -0.0532 0.7473
C -1.860020 -0.354707 -0.826787 0.1181 3.1488 1.9222
C -1.977001 0.897687 0.106075 -3.2643 2.3346 -0.2462
C -2.689184 -1.535519 -0.324809 -1.8549 -1.2603 0.1884
H 3.237466 -0.288619 -1.557019 0.6681 -0.2019 0.0226
H 2.217618 -2.058132 -0.140148 0.0241 -0.1317 -0.0111
H 2.273220 -0.394333 2.038584 -0.5109 -0.4746 0.9207
H 3.530484 -0.086818 0.922250 1.1954 -0.4738 -0.1472
H 2.466961 2.133648 0.914358 -0.6371 -1.3783 0.3467
H 0.921226 1.184465 1.087474 -0.0538 0.7773 -0.6414
H 2.753529 1.769734 -1.249242 0.7651 1.4374 -0.7298
H 0.946965 1.489484 -1.218204 1.0235 -0.0042 -0.6847
H -0.018214 -0.444299 -1.862307 -0.0154 -0.1432 1.6137
H -2.208883 0.229592 -1.684394 0.1823 -1.3449 -0.7386
H -1.970829 -2.290437 0.028676 -0.4071 0.1160 -0.0711
H -3.199934 -1.962751 -1.264959 0.4136 0.4128 1.7599
H -3.506524 -1.412012 0.613753 2.2984 0.2286 -2.8800
H -1.243464 -0.236870 1.346453 0.9331 -1.1394 0.7673
N 2.301865 -0.170720 -1.247644 -1.6472 -2.5430 -0.7782
N -0.400875 -0.547352 -0.891777 0.2894 -0.2515 -3.2855
O 0.070189 -1.175423 1.230660 -0.9334 -0.1588 -0.3179
O -2.562590 1.964421 -0.211005 2.2062 -3.2122 0.4672
O -1.575258 0.663220 1.329199 -0.6856 1.7223 0.3411
```
Positions in Å, forces in eV/Å.

Molecular weight ... 186.21 u
E ... -17644.4960 eV
Gap between HOMO and LUMO ... 9.8866 eV
Highest occupied orbital energy ... -9.302 eV
SMILES string ... C[C@H](NC(=O)[C@@H]1CCCN1)C(=O)O
Charge ... 0

***

[6]
DFT (ωB97M-V with the def2-TZVPD basis set) results for a molecular structure, C8H14N2PPbS.

Structure (XYZ):
```
27
Properties=species:S:1:pos:R:3:forces:R:3
C -2.086421 -0.407232 -1.212434 0.1117 -0.5971 -0.3315
C -1.361069 -1.644053 -1.388903 -0.3463 0.6779 -0.2983
C -0.185886 -1.362381 -2.149645 -0.7390 0.9443 -0.7818
C -0.216614 0.055641 -2.494801 -0.4327 -0.9689 -0.2518
C -1.371494 0.640209 -1.878859 -0.1018 -1.0408 -0.6682
Pb 0.541115 0.029435 0.094976 0.3918 -0.0531 -0.5018
P -0.766582 -0.050136 2.602581 -0.0878 -0.2205 0.2093
H -3.096416 -0.323653 -0.761667 0.9290 0.0174 -0.1637
H -1.702580 -2.643148 -1.056893 0.3970 0.8222 -0.0619
H 0.579717 -2.081308 -2.491052 -0.5595 0.5417 0.3495
H -1.717735 1.668829 -2.024020 0.2534 -0.4471 0.2362
H 0.455205 0.543609 -3.230163 -0.3877 -0.3057 0.9719
H 0.192286 -0.591588 3.526001 -0.7637 0.4057 0.1487
H -1.939016 -0.855788 2.797433 0.3302 0.5168 0.6490
H -1.075164 1.247927 3.128940 -0.2381 -0.7347 0.5479
S 2.795902 0.930742 -1.114625 0.9305 -0.0456 -0.9999
C 3.028554 1.254477 0.533436 0.2132 0.2507 -2.0983
N 2.908146 2.470356 1.119678 -0.3396 1.0227 1.8042
C 3.491822 2.464167 2.456970 -0.1492 0.8537 -0.6288
C 3.732894 0.982355 2.732754 -0.0316 -0.6180 -0.2060
N 3.244796 0.352935 1.517015 -0.0414 -2.4524 1.8681
H 2.676889 3.289801 0.607475 0.0434 0.2403 -0.1831
H 2.830285 2.920672 3.195377 -0.0104 -0.0112 -0.0164
H 4.429851 3.026417 2.445614 0.3306 0.0299 0.2931
H 3.192659 0.634569 3.615983 -0.0049 -0.0078 -0.0435
H 4.793502 0.761308 2.882764 0.2962 0.1612 0.1274
H 3.410484 -0.638121 1.316607 0.0066 1.0182 0.0296
```
Positions in Å, forces in eV/Å.

Molecular weight ... 408.45 u
E ... -36871.0178 eV
Gap between HOMO and LUMO (spin up / spin down) ... 4.2022 / 3.5155 eV
Highest occupied orbital energy (spin up / spin down) ... -1.040 / -0.205 eV
Charge ... -1